No. 1
5 unconnected molecules or ions with the total composition C23H39N2O16S4. Source: OMol25; level of theory: ωB97M-V/def2-TZVPD.

```
84
Properties=species:S:1:pos:R:3
S -5.6759 4.7970 1.7471
S 2.5348 -6.0440 -2.1133
S 8.6464 -7.8550 -1.6215
S -9.2366 9.1449 -0.6385
O -7.8875 8.8289 -0.2827
O 0.5518 1.6173 -1.7287
O 7.7808 -7.0225 -2.4018
O -6.5044 4.0370 2.6370
O 8.1151 -8.5498 -0.4907
O -4.7265 5.7186 2.2959
O -1.0458 2.6444 3.1207
O -9.7303 10.3494 0.2714
O 2.9161 -6.1048 -0.7323
O -9.5718 9.4076 -2.0038
O 9.9071 -7.0006 -1.1847
O -4.9648 3.8480 0.7164
O 2.1931 0.5437 3.5872
O 3.8167 -6.3501 -3.0032
O 1.4425 -6.8485 -2.5726
O -1.2637 1.5983 -0.3592
N 1.5684 -3.1440 0.5372
N 2.4292 -2.1405 3.0469
C 4.5718 -7.5450 -2.6982
C -4.0476 1.9474 2.0158
C 0.6125 0.3767 0.2652
C -0.1053 1.3036 -0.7163
C 1.8600 -1.3268 2.1189
C -6.7126 5.6317 0.5946
C -9.0268 12.3917 -0.9200
C 0.9173 2.3606 1.8280
C -8.8926 11.5294 0.3172
C 3.9014 -8.8042 -3.2111
C 2.5571 -3.3955 2.7026
C 1.0827 0.8935 1.5137
C 0.7862 -0.9510 -0.0375
C 2.3019 -4.3766 -2.6024
C 1.4048 -1.8279 0.8677
C 9.6495 -5.7182 -0.5543
C 1.6867 0.0517 2.4029
C -3.7536 3.1323 1.1300
C 9.4873 -8.9956 -2.6620
C 9.2149 -5.8510 0.8891
C -10.3234 7.9190 -0.0003
C 2.1467 -3.8893 1.4412
C 0.1567 2.5983 3.1042
H 1.8893 2.8557 1.8875
H 3.1544 -3.7931 -2.2677
H 1.3969 -4.0180 -2.1167
H 4.5703 -9.6543 -3.0671
H 0.4464 -1.3338 -0.9899
H -4.7853 1.2888 1.5549
H 3.0132 -4.0752 3.4133
H -7.8603 11.2223 0.4878
H -9.2329 12.0618 1.2026
H 1.7976 0.0569 4.3177
H 10.2614 -9.4895 -2.0815
H -10.1570 7.0195 -0.5889
H 2.2015 -4.3440 -3.6841
H -7.3098 4.8924 0.0674
H 5.5313 -7.3923 -3.1804
H -10.0822 7.7442 1.0443
H 10.5982 -5.1919 -0.6312
H -8.4782 13.3224 -0.7731
H -3.0715 3.8324 1.6090
H -10.0740 12.6245 -1.1121
H 0.3415 2.8185 1.0285
H -7.3520 6.3032 1.1626
H 2.9692 -9.0069 -2.6864
H 9.9081 -8.4568 -3.5058
H 4.7489 -7.5910 -1.6231
H 0.7432 2.7264 4.0303
H -3.2968 2.8145 0.1962
H 2.3146 -4.9345 1.2121
H 8.9155 -5.1751 -1.1499
H -3.1156 1.4026 2.1557
H 3.6712 -8.7087 -4.2724
H 8.7451 -9.7166 -2.9970
H 8.2348 -6.3174 0.9705
H -6.0934 6.1983 -0.0940
H -8.6278 11.8913 -1.8005
H 9.1628 -4.8611 1.3423
H -11.3466 8.2651 -0.1166
H -4.4271 2.2492 2.9920
H 9.9251 -6.4599 1.4483
```

As for the HOMO-LUMO gap: 6.5130 eV. The total charge is -1.

=====

No. 2
A single C23H39N3O2 molecule. Source: OMol25; level of theory: ωB97M-V/def2-TZVPD.

```
67
Properties=species:S:1:pos:R:3
O 4.2112 4.1982 0.2578
O -5.6790 -0.5491 1.6502
N -3.7289 0.3921 -0.1641
N 3.1883 -0.1013 -0.2352
N 0.5078 0.6632 0.0734
C 4.6790 -2.2822 1.0893
C -6.6286 -1.0890 2.5318
C 2.8592 2.2327 0.7516
C -7.7093 -0.0769 -1.3941
C -5.4547 0.5922 -1.8025
C -6.0597 -0.2681 0.3592
C -5.0689 0.2420 -0.5088
C -3.1004 -0.4293 0.8414
C 2.3761 0.1691 -1.4007
C 4.2445 -2.6590 -1.3345
C -1.6333 -0.6437 0.4615
C 2.7896 0.6961 0.9041
C 4.6032 -0.3114 -0.4629
C 4.2256 2.7920 0.3642
C 5.0044 -1.8001 -0.3245
C 1.3313 0.3203 1.2145
C 6.5081 -1.9220 -0.5786
C -3.1195 1.6985 -0.2740
C 0.9150 -0.1343 -1.0660
C -0.9190 0.7113 0.3490
C -7.3567 -0.4343 -0.1024
C -1.6572 1.5573 -0.6920
C -6.7559 0.4478 -2.2436
H -4.7021 0.9741 -2.4758
H -7.4630 -0.4000 2.7018
H 3.6180 -2.1567 1.2860
H 3.8721 4.5659 1.0817
H -3.6687 2.2958 -1.0023
H 2.4623 1.2124 -1.7442
H 3.1761 -2.5925 -1.1518
H -3.6090 -1.3919 0.8806
H -6.0983 -1.2460 3.4705
H 6.7561 -1.5876 -1.5838
H 3.4189 0.3970 1.7494
H 4.5292 2.4382 -0.6222
H 0.2894 0.1104 -1.9244
H 0.9828 0.8750 2.0881
H -7.0176 0.7311 -3.2520
H 4.9842 2.4784 1.0989
H -3.1555 0.0334 1.8395
H -1.1882 2.5384 -0.7702
H -1.0165 1.2254 1.3146
H -1.5892 -1.1617 -0.4974
H 5.1883 0.2551 0.2657
H 6.8276 -2.9564 -0.4738
H -1.6174 1.0741 -1.6681
H 2.6969 -0.4821 -2.2145
H 2.5691 2.6655 1.7142
H 4.4498 -2.3310 -2.3514
H -3.1663 2.2219 0.6974
H 7.0691 -1.3172 0.1307
H 2.1188 2.5471 0.0157
H 4.5461 -3.7007 -1.2456
H -7.0172 -2.0483 2.1734
H 1.2901 -0.7585 1.4454
H -1.1503 -1.2654 1.2177
H 4.8914 0.0399 -1.4610
H 0.8267 -1.2148 -0.8568
H -8.7289 -0.2079 -1.7229
H -8.1197 -0.8248 0.5526
H 5.2397 -1.7136 1.8282
H 4.9332 -3.3338 1.2016
```

As for the HOMO-LUMO gap: 8.2927 eV.

=====

No. 3
A molecular structure, C23H40ClN5RuS at a distorted geometry. Source: OMol25; level of theory: ωB97M-V/def2-TZVPD.

```
71
Properties=species:S:1:pos:R:3
Ru -0.0250 -0.0064 0.0378
Cl -2.2170 0.0573 -0.8420
S 4.1583 -0.1949 2.0338
N 1.6942 0.0043 0.7487
N -0.9917 -2.4217 1.7804
N 0.7565 2.3950 -1.8572
N -0.1889 -3.1390 -0.0870
N 0.0998 3.1170 0.0649
C -0.3377 -0.5650 3.1838
C -0.9738 4.6197 1.6457
C 0.7599 3.0147 2.4149
C -1.4581 -1.5407 2.8749
C 0.8391 -4.6327 -1.7135
C 1.1493 1.5409 -3.0124
C -1.7992 -2.4038 4.0726
C 0.5625 4.2068 -0.6392
C -0.3566 -2.0061 0.6502
C -0.4053 3.2245 1.4533
C -0.7529 -4.2142 0.5489
C 2.4601 0.8333 -2.6719
C -1.2494 -3.7688 1.7193
C 1.3684 2.4409 -4.2203
C -2.7343 -0.8323 2.4426
C 0.2814 1.9717 -0.6512
C 0.0233 0.5656 -3.3200
C 2.7695 -0.0913 1.2951
C -0.7579 -2.8957 -2.4602
C -1.4565 2.1565 1.6205
C 0.9255 3.7530 -1.8444
C 1.4857 -2.2106 -1.5589
C 0.3563 -3.2126 -1.4659
H -0.1806 5.3800 1.6762
H -1.0603 1.1705 1.2268
H 1.8118 -2.1149 -2.6031
H 0.4761 3.0372 -4.4496
H 0.4425 3.2840 3.4308
H -2.3428 2.3717 1.0155
H -2.6748 -3.0343 3.8715
H -1.6994 4.8762 0.8622
H -0.9379 1.0977 -3.4074
H 1.6105 3.6563 2.1499
H -2.6490 -0.3810 1.4490
H -2.0623 -1.7428 4.9050
H -1.4849 4.6570 2.6150
H 1.5378 -4.9734 -0.9398
H -0.3074 -2.7211 -3.4474
H 2.3396 -2.5276 -0.9461
H -0.0725 -0.2161 -2.5457
H -1.7203 2.0443 2.6801
H 0.5355 -1.1072 3.5760
H 0.0000 -5.3355 -1.7883
H -1.3219 -2.0003 -2.1663
H -1.7357 -4.3236 2.4985
H -0.7356 -5.2129 0.1508
H -0.9531 -3.0261 4.3849
H 2.4610 0.4166 -1.6546
H 2.2431 3.0933 -4.0987
H 1.5656 1.7977 -5.0852
H -0.6939 0.1763 3.9157
H -3.5705 -1.5416 2.4074
H 1.3604 -4.6602 -2.6759
H -2.9785 -0.0479 3.1688
H 0.5397 5.2131 -0.2633
H 1.0942 1.9705 2.4257
H 1.1599 -1.2027 -1.1799
H 0.2659 0.0694 -4.2739
H 2.6200 0.0221 -3.3932
H 3.3030 1.5320 -2.7568
H 1.2751 4.3220 -2.6918
H -0.0005 -0.0347 2.2621
H -1.4454 -3.7491 -2.5478
```

As for the HOMO-LUMO gap (spin up / spin down): 1.9254 / 6.7982 eV. The total charge is -2. As for the energy relative to the best compared isomer or geometry (same formula, charge and spin): 0.0 kcal per mole. Its spin multiplicity is 5.